{
  "formula": "C2H3NP2",
  "method": "ωB97M-V/def2-TZVPD",
  "elements": ["P", "P", "N", "C", "C", "H", "H", "H"],
  "xyz": [[0.84, 0.55, -0.41], [-1.17, 1.11, 0.50], [-4.71, -0.28, 0.03], [-2.09, -0.05, -0.26], [-3.57, -0.24, -0.18], [0.55, -0.76, -0.51], [1.17, 0.37, 0.85], [-1.77, -0.98, -0.66]],
  "e_above_lowest_kcal_mol": 25.3,
  "e_tot_ha": -815.38535,
  "lumo_ev": -1.10,
  "e_homo_ha": -0.3655,
  "smiles": "N#CC=P#[PH2]",
  "homo_lumo_gap_ev": 8.8
}

{
  "formula": "C6H15N2",
  "method": "ωB97M-V/def2-TZVPD",
  "elements": ["N", "N", "C", "C", "C", "C", "C", "C", "H", "H", "H", "H", "H", "H", "H", "H", "H", "H", "H", "H", "H", "H", "H"],
  "xyz": [[-1.69, -0.05, 1.08], [-2.49, -0.43, -1.08], [1.37, 0.30, -0.66], [2.31, -0.66, -1.25], [-2.24, 0.35, -0.04], [1.56, 0.64, 0.83], [2.11, -1.67, -2.13], [-1.56, 0.81, 2.28], [3.33, -0.48, -1.03], [-1.72, 1.85, 2.02], [-1.43, -1.04, 1.08], [2.59, 1.02, 0.95], [-2.83, 0.04, -1.91], [2.95, -2.29, -2.42], [1.13, -2.03, -2.57], [-0.53, 0.62, 2.68], [0.35, -0.14, -0.75], [-1.86, -1.22, -1.26], [0.81, 1.44, 1.12], [-2.33, 0.48, 2.95], [1.33, -0.18, 1.51], [1.38, 1.21, -1.30], [-2.54, 1.42, -0.11]],
  "e_above_lowest_kcal_mol": 43.2,
  "e_tot_ha": -346.84372,
  "total_charge": 1,
  "lumo_ev": -3.78,
  "e_homo_ha": -0.4584,
  "homo_lumo_gap_ev": 8.7
}

{
  "formula": "C8H31CuN2O7",
  "method": "ωB97M-V/def2-TZVPD",
  "elements": ["Cu", "O", "O", "O", "O", "O", "O", "O", "N", "N", "C", "C", "C", "C", "C", "C", "C", "C", "H", "H", "H", "H", "H", "H", "H", "H", "H", "H", "H", "H", "H", "H", "H", "H", "H", "H", "H", "H", "H", "H", "H", "H", "H", "H", "H", "H", "H", "H", "H"],
  "xyz": [[-4.30, 1.61, 2.35], [2.51, -3.61, 2.50], [-2.75, 1.60, -1.79], [-2.70, 1.01, 0.95], [-0.09, 0.55, -2.27], [-2.21, 3.64, 1.45], [-1.85, -0.30, 3.23], [-3.97, -1.38, 0.78], [0.00, -1.78, 0.43], [0.44, 2.66, -0.30], [2.36, -1.22, 0.44], [2.66, -4.78, 1.73], [1.63, 3.89, -1.95], [1.33, -2.32, 0.73], [0.58, 2.78, -1.75], [1.03, 1.46, -2.34], [1.37, -2.85, 2.18], [0.21, -0.69, -2.87], [0.47, -3.47, 2.32], [-0.21, 1.92, -0.09], [1.63, -3.10, 0.04], [-2.32, 2.68, 1.24], [3.60, -5.28, 1.96], [2.69, -4.59, 0.66], [1.22, 1.59, -3.41], [-3.08, 3.95, 1.72], [0.06, -1.01, -0.23], [-0.37, -1.26, 1.22], [1.72, 4.09, -3.02], [3.36, -1.64, 0.62], [-4.57, -1.18, 0.05], [0.10, 3.50, 0.13], [-0.35, 3.11, -2.23], [-1.85, 1.30, -2.01], [-2.04, 0.68, 0.34], [-3.43, -0.57, 0.89], [2.30, -0.32, 1.06], [1.94, 1.12, -1.85], [2.42, -1.01, -0.63], [-2.71, -0.28, 3.66], [1.87, -5.53, 1.86], [0.47, -0.51, -3.92], [-2.86, 1.46, -0.82], [-1.99, 0.14, 2.36], [2.57, 3.64, -1.46], [1.16, -1.10, -2.52], [1.18, 4.81, -1.57], [-0.54, -1.45, -2.65], [1.33, -1.94, 2.78]],
  "e_above_lowest_kcal_mol": 39.2,
  "e_tot_ha": -2599.92619,
  "lumo_ev": -2.92,
  "e_homo_ha": -0.3264,
  "homo_lumo_gap_ev": 6.0
}

{
  "formula": "C29H23F3NOS",
  "method": "ωB97M-V/def2-TZVPD",
  "elements": ["S", "F", "F", "F", "O", "N", "C", "C", "C", "C", "C", "C", "C", "C", "C", "C", "C", "C", "C", "C", "C", "C", "C", "C", "C", "C", "C", "C", "C", "C", "C", "C", "C", "C", "C", "H", "H", "H", "H", "H", "H", "H", "H", "H", "H", "H", "H", "H", "H", "H", "H", "H", "H", "H", "H", "H", "H", "H"],
  "xyz": [[1.85, -4.48, 0.22], [4.88, -0.78, 2.33], [2.02, 2.48, 4.28], [-3.32, 1.93, 2.28], [-0.71, -3.11, 0.72], [2.08, -2.60, -1.54], [4.58, -4.66, -3.39], [-0.99, 1.11, -1.22], [-1.37, -4.22, 0.12], [3.90, -5.74, -1.32], [3.78, -3.56, -3.11], [-3.52, -1.60, 3.12], [-1.65, 0.24, 2.18], [-0.47, -1.21, -0.74], [-3.92, -0.28, 2.93], [3.01, -3.57, -1.94], [-1.89, 0.70, -2.22], [1.35, -2.94, -0.42], [4.67, -5.74, -2.49], [-1.31, -1.61, -1.80], [2.20, 1.27, 3.65], [-2.02, -0.65, -2.53], [0.13, -1.54, 2.17], [1.99, -1.32, -2.22], [-2.96, 0.62, 2.46], [3.62, -0.34, 2.64], [2.54, -1.12, 2.28], [-2.21, -2.00, 2.86], [0.18, -2.27, 0.08], [3.03, -4.67, -1.07], [1.07, 0.50, 3.36], [3.50, 0.88, 3.32], [-0.28, 0.15, -0.49], [-1.24, -1.09, 2.41], [1.23, -0.68, 2.58], [4.36, 1.47, 3.62], [-2.71, -1.00, -3.30], [5.34, -6.57, -2.71], [-2.48, 1.44, -2.76], [0.34, -2.58, 2.44], [5.14, -4.69, -4.33], [-0.95, 0.99, 1.80], [3.95, -6.55, -0.60], [-1.93, -3.05, 2.96], [-4.94, 0.05, 3.09], [2.65, -2.08, 1.77], [-1.52, -4.91, 0.96], [-2.35, -3.87, -0.25], [-4.24, -2.36, 3.42], [-0.78, -4.70, -0.67], [1.09, -1.26, -2.85], [2.86, -1.23, -2.87], [0.45, 0.45, 0.28], [-1.38, -2.68, -2.04], [2.02, -0.49, -1.51], [3.72, -2.71, -3.78], [0.10, 0.81, 3.75], [-0.87, 2.17, -0.99]],
  "e_above_lowest_kcal_mol": 0.0,
  "e_tot_ha": -1946.35224,
  "total_charge": 1,
  "lumo_ev": -4.80,
  "e_homo_ha": -0.4047,
  "homo_lumo_gap_ev": 6.2
}

{
  "formula": "C42H55N4O4P2Sr",
  "method": "ωB97M-V/def2-TZVPD",
  "elements": ["Sr", "P", "P", "O", "O", "O", "O", "N", "N", "N", "N", "C", "C", "C", "C", "C", "C", "C", "C", "C", "C", "C", "C", "C", "C", "C", "C", "C", "C", "C", "C", "C", "C", "C", "C", "C", "C", "C", "C", "C", "C", "C", "C", "C", "C", "C", "C", "C", "C", "C", "C", "C", "C", "H", "H", "H", "H", "H", "H", "H", "H", "H", "H", "H", "H", "H", "H", "H", "H", "H", "H", "H", "H", "H", "H", "H", "H", "H", "H", "H", "H", "H", "H", "H", "H", "H", "H", "H", "H", "H", "H", "H", "H", "H", "H", "H", "H", "H", "H", "H", "H", "H", "H", "H", "H", "H", "H", "H"],
  "xyz": [[-0.80, 0.32, 0.29], [0.77, -2.32, -0.74], [-0.03, 1.52, -2.61], [1.32, 0.71, 7.65], [-1.37, 5.52, 5.13], [-2.76, 1.79, 0.74], [-3.09, 0.24, -0.81], [2.06, 0.06, 0.37], [0.07, -0.07, 2.82], [-2.73, -1.24, 1.82], [0.27, 2.39, 1.65], [-1.52, -4.92, 1.53], [2.92, -3.02, -4.11], [1.59, 1.00, -3.34], [1.77, 0.96, -4.86], [-3.44, 0.85, 0.24], [-1.55, 3.78, -2.37], [2.79, -3.54, 0.84], [0.52, 0.90, 4.96], [0.61, -4.07, -2.98], [0.22, 3.98, -4.17], [-1.73, 1.25, -5.00], [2.70, 1.84, -2.69], [3.52, -1.10, 1.93], [-1.78, -3.37, -0.75], [0.62, -1.46, 4.69], [-1.12, -0.78, -3.63], [0.73, -0.34, 5.52], [2.16, -2.37, 0.40], [-1.39, 0.72, -3.60], [4.08, -2.27, 2.41], [-0.02, 2.33, 2.96], [1.04, -4.50, -4.23], [2.49, -2.59, -2.87], [-0.54, -3.42, -0.10], [-4.54, 0.27, 1.10], [0.29, -1.27, 3.36], [-0.15, 3.36, -2.83], [3.74, -3.50, 1.85], [-2.86, -4.11, -0.29], [0.19, 1.01, 3.61], [-2.74, -4.89, 0.85], [-1.20, 5.83, 3.77], [-0.49, 3.42, 3.68], [-3.84, -0.38, 2.29], [-0.34, 4.71, 1.69], [2.59, -1.13, 0.90], [-0.66, 4.63, 3.04], [0.12, 3.57, 1.06], [-0.44, -4.20, 1.06], [1.06, -0.51, 6.98], [2.18, -3.98, -4.80], [1.33, -3.10, -2.29], [-2.30, -1.71, 2.61], [-0.79, -1.15, -2.65], [2.52, -4.32, -5.77], [-5.11, -0.46, 0.52], [0.46, -5.26, -4.75], [2.13, 0.11, -0.64], [0.20, -0.95, 7.48], [-5.22, 1.05, 1.45], [3.68, 1.39, -2.88], [-0.88, 1.24, -5.68], [-0.74, 3.32, 4.73], [-2.52, 0.63, -5.43], [-3.42, 0.40, 2.92], [0.37, 3.61, 0.00], [1.69, -0.03, -2.98], [-2.30, 3.49, -3.10], [0.50, -4.25, 1.59], [2.45, 0.89, 0.78], [3.83, -2.62, -4.54], [1.64, 1.94, -5.32], [-1.42, -5.53, 2.42], [2.24, 0.96, 7.53], [3.84, -0.14, 2.33], [-0.28, -4.50, -2.55], [-1.75, 6.27, 5.59], [0.79, -2.46, 5.07], [-0.36, 3.58, -5.00], [-1.84, 3.33, -1.41], [-1.92, -2.73, -1.62], [-3.58, -5.46, 1.21], [-2.12, 2.27, -4.96], [-2.16, 6.11, 3.30], [0.20, -2.13, 2.71], [-0.34, -1.05, -4.35], [1.89, -1.21, 7.09], [2.56, 1.94, -1.61], [3.09, -1.85, -2.34], [0.61, 1.78, 5.58], [-2.03, -1.32, -3.91], [4.21, -4.41, 2.19], [-1.60, 4.87, -2.26], [1.09, 0.27, -5.34], [-0.51, 6.67, 3.63], [0.58, 3.73, -2.10], [2.79, 0.63, -5.08], [1.28, 3.85, -4.40], [4.82, -2.23, 3.20], [-3.79, -4.06, -0.83], [0.03, 5.06, -4.13], [-0.44, 5.63, 1.14], [-2.26, 0.88, -2.97], [-4.57, -0.93, 2.89], [2.72, 2.85, -3.10], [-3.10, -1.98, 1.23], [2.50, -4.49, 0.40]],
  "e_above_lowest_kcal_mol": 0.0,
  "e_tot_ha": -2866.85434,
  "total_charge": 1,
  "lumo_ev": -2.32,
  "e_homo_ha": -0.3877,
  "homo_lumo_gap_ev": 8.2
}

{
  "formula": "C5H13NO",
  "method": "ωB97M-V/def2-TZVPD",
  "elements": ["O", "N", "C", "C", "C", "C", "C", "H", "H", "H", "H", "H", "H", "H", "H", "H", "H", "H", "H", "H"],
  "xyz": [[2.06, -0.95, -2.04], [0.18, 0.34, 1.53], [-2.05, -0.41, 0.67], [0.79, -0.34, -1.82], [0.99, 1.53, 1.43], [-0.64, 0.09, 0.33], [0.08, -0.94, -0.55], [-0.41, 0.28, 2.35], [1.99, -1.83, -2.37], [0.99, 0.72, -1.75], [-0.77, 1.04, -0.20], [-2.55, 0.41, 1.19], [1.73, 1.67, 2.21], [0.92, -1.45, -0.08], [1.50, 1.57, 0.46], [0.32, 2.41, 1.31], [-2.07, -1.35, 1.21], [-2.62, -0.55, -0.25], [-0.57, -1.74, -0.93], [0.14, -0.50, -2.69]],
  "e_above_lowest_kcal_mol": 35.9,
  "e_tot_ha": -328.26163,
  "lumo_ev": 1.03,
  "e_homo_ha": -0.3131,
  "smiles": "CN[C@H](C)CCO",
  "homo_lumo_gap_ev": 9.5
}

{
  "formula": "C4H11N2O",
  "method": "ωB97M-V/def2-TZVPD",
  "elements": ["O", "N", "N", "C", "C", "C", "C", "H", "H", "H", "H", "H", "H", "H", "H", "H", "H", "H"],
  "xyz": [[-3.13, 0.88, 0.97], [-0.24, -2.51, -0.06], [2.36, 1.69, -0.45], [0.16, -0.09, -0.58], [-2.12, 0.28, 0.29], [0.49, -1.34, 0.32], [-0.76, 0.92, 0.10], [-0.26, 1.18, 1.03], [1.16, 0.42, -0.60], [-0.74, 1.85, -0.49], [2.80, 2.59, -0.22], [0.28, -3.34, 0.19], [-2.08, -0.79, 0.54], [3.07, 0.97, -0.25], [0.01, -1.06, 1.27], [-0.07, -0.40, -1.60], [-2.51, 0.17, -0.76], [1.58, -1.41, 0.28]],
  "e_above_lowest_kcal_mol": 128.3,
  "e_tot_ha": -343.49420,
  "multiplicity": 2,
  "lumo_ev": [-0.17, -1.49],
  "e_homo_ha": [-0.3622, -0.3462],
  "homo_lumo_gap_ev": [9.7, 7.9]
}